1.
{"formula": "C5H21NO6", "method": "the ωB97M-V functional and the def2-TZVPD basis", "species": ["C", "C", "C", "N", "C", "C", "H", "H", "H", "H", "H", "H", "H", "H", "H", "O", "H", "H", "O", "H", "H", "O", "H", "H", "O", "H", "H", "O", "H", "H", "O", "H", "H"], "coordinates": [[0.273097, -0.144516, 1.433219], [0.752337, 1.040744, 1.813488], [0.198605, 2.208170, 1.130738], [-0.966555, 2.797193, 1.632787], [0.670360, 2.517096, -0.103354], [0.056320, 3.473070, -1.057722], [-0.566258, -0.111250, 0.744610], [0.483520, -1.184267, 1.618730], [1.467821, 1.108584, 2.674782], [-1.597491, 3.209816, 0.968885], [-1.018576, 3.282495, 2.506724], [1.540928, 1.984032, -0.526939], [-1.028246, 3.607554, -0.987660], [0.313509, 3.336300, -2.124925], [0.549406, 4.491313, -0.829558], [1.573184, -0.438377, -2.734419], [1.059489, -0.205764, -3.506646], [0.999201, -0.484310, -1.967265], [-2.005710, -1.146451, 2.442427], [-2.488089, -0.360829, 2.726789], [-2.504054, -1.855998, 2.871498], [-0.679117, -0.196464, -3.511758], [-0.423199, 0.690335, -3.784823], [-1.391925, -0.540779, -4.055341], [1.947225, -1.183232, -0.029793], [1.597238, -1.920472, -0.588225], [2.591408, -0.833395, -0.665163], [0.159609, -3.780402, -0.777710], [-0.575972, -3.869851, -1.396214], [0.072777, -4.588601, -0.255010], [-0.589608, -3.922372, 2.310789], [-0.736540, -2.978195, 2.160731], [0.265305, -4.001178, 1.866331]], "forces_ev_per_angstrom": [[-0.9, 0.7, -0.4], [0.7, -1.6, 1.9], [0.5, 1.0, -1.7], [-1.0, -0.1, -0.1], [0.0, -1.1, 0.1], [0.9, 2.5, -0.1], [0.2, 0.1, -0.4], [0.6, 0.4, 1.1], [-0.5, 0.1, -1.0], [0.2, 0.2, -0.2], [0.5, -0.2, 0.4], [-0.6, 0.0, 0.6], [0.2, -0.1, 0.0], [-0.1, -0.4, 0.6], [-1.0, -1.0, -0.4], [2.0, 0.0, 0.3], [0.0, -0.6, 0.4], [-0.4, 0.2, -0.2], [-0.7, -0.4, 0.4], [0.3, 0.2, -0.2], [0.1, 0.0, -0.1], [-0.9, -0.1, -0.1], [-0.8, 0.1, -0.2], [-0.1, 0.4, -0.3], [0.4, -1.2, -1.8], [0.1, 0.3, 0.9], [0.1, 0.3, 0.3], [-0.2, -0.4, -0.1], [0.1, 0.3, 0.0], [0.1, 0.2, 0.0], [0.4, 0.4, -0.4], [-0.4, 0.1, 0.2], [0.0, -0.3, 0.3]], "relative_energy_ev": 3.3028, "gap_ev": 7.8455, "charge": 0, "lumo_ev": 0.24, "smiles": "C=C/C(N)=C/C.O.O.O.O.O.O", "largest_force_ha_per_bohr": 0.0526}


2.
{"formula": "C5H22N2O5", "method": "the ωB97M-V functional and the def2-TZVPD basis", "species": ["N", "C", "C", "C", "C", "N", "C", "O", "H", "H", "H", "H", "H", "H", "H", "H", "H", "H", "H", "H", "H", "H", "O", "H", "H", "O", "H", "H", "O", "H", "H", "O", "H", "H"], "coordinates": [[2.452411, -0.005500, -1.929918], [1.127923, 0.650156, -1.849243], [1.095669, 2.087083, -1.173089], [1.217510, 1.836891, 0.350110], [0.508918, 0.771162, 1.141887], [-0.886642, 1.186885, 1.471675], [1.280549, 0.586719, 2.491469], [2.321261, -0.361233, 2.389536], [3.252472, 0.573009, -1.680427], [2.421327, -0.641076, -1.139207], [0.574404, 0.678194, -2.841367], [0.561146, -0.117789, -1.310218], [1.887566, 2.764142, -1.465121], [0.118778, 2.572175, -1.403310], [2.325013, 1.887052, 0.498056], [1.153963, 2.733385, 0.987532], [0.387572, -0.200840, 0.636188], [-1.522702, 0.866800, 0.753919], [-1.018135, 2.153213, 1.645587], [0.702885, 0.435351, 3.454723], [1.885534, 1.487904, 2.809853], [1.967809, -1.225495, 2.171847], [-2.849343, -1.972834, -0.219422], [-2.400833, -2.581063, 0.396980], [-2.293326, -2.224916, -0.996809], [-0.097715, -2.489062, 0.941761], [0.373943, -3.155452, 0.427254], [0.391255, -2.657292, 1.768560], [-3.092060, 1.119030, -0.546614], [-2.749118, 0.229395, -0.659539], [-3.787168, 0.833599, 0.063334], [-1.686213, -1.946483, -2.599964], [-0.963984, -2.212926, -3.179202], [-2.170502, -1.251454, -3.052117]], "forces_ev_per_angstrom": [[-0.1, -0.2, 0.6], [-0.3, 0.8, -1.1], [-2.2, -1.9, 0.9], [2.8, 1.9, 0.2], [-1.2, 0.5, 1.6], [0.6, -1.9, -0.3], [0.8, 1.0, 1.2], [0.6, -0.6, -0.1], [-0.4, 0.4, -0.4], [0.4, -0.3, -0.2], [1.1, 0.2, 0.7], [-0.5, 0.8, 0.2], [0.2, -0.1, -0.4], [0.6, -0.4, 0.0], [-0.2, -1.5, 0.0], [-1.1, 0.4, -0.5], [0.4, 0.4, 0.4], [0.0, 0.5, 0.2], [0.1, 0.9, -0.1], [-0.3, -0.3, -1.5], [-0.9, -0.3, -0.9], [-0.2, 0.0, -0.1], [1.1, -1.1, -0.2], [-0.5, 0.7, 0.5], [-0.8, 0.7, 0.1], [1.0, -0.8, 0.6], [-0.3, 0.0, -0.7], [-0.7, 0.5, 0.1], [-0.6, -0.5, 0.3], [0.6, -0.5, -0.6], [-0.3, 0.7, 0.1], [0.3, -0.2, -0.3], [-0.1, 0.1, 0.0], [0.0, 0.1, -0.1]], "relative_energy_ev": 2.1710, "gap_ev": 8.6436, "charge": 0, "lumo_ev": 0.00, "smiles": "NCCC[C@H](N)CO.O.O.O.O", "largest_force_ha_per_bohr": 0.0656}


3.
{"formula": "C5H22N2O6", "method": "the ωB97M-V functional and the def2-TZVPD basis", "species": ["C", "C", "C", "N", "C", "N", "C", "O", "H", "H", "H", "H", "H", "H", "H", "H", "H", "H", "H", "H", "O", "H", "H", "O", "H", "H", "O", "H", "H", "O", "H", "H", "O", "H", "H"], "coordinates": [[-1.643991, 0.418858, 3.657235], [-0.572692, 0.330729, 2.566659], [-0.580539, -1.001302, 1.918267], [-1.985449, -1.443131, 1.354803], [0.420641, -1.148568, 0.674084], [1.777983, -1.384711, 1.102048], [2.646713, -0.508260, 0.624445], [2.224575, 0.521482, 0.007432], [-1.443024, -0.220747, 4.442214], [-2.803369, 0.139218, 3.372668], [-1.694893, 1.425739, 4.129143], [-0.804296, 1.173883, 1.684892], [0.310876, 0.463934, 3.012232], [-0.279163, -1.809323, 2.616118], [-1.897788, -2.439003, 0.958695], [-2.328003, -0.920651, 0.595752], [0.338694, -0.344563, -0.039285], [0.183219, -2.095267, 0.147252], [1.964719, -2.132640, 1.722047], [3.731656, -0.738459, 0.742517], [-2.871534, 0.892796, -3.146323], [-2.070331, 0.728081, -2.662815], [-2.661065, 1.546451, -3.927117], [-5.295256, -0.908012, 0.168371], [-4.955328, -1.076233, -0.733936], [-4.663740, -1.350601, 0.709896], [0.465318, -0.106375, -4.172586], [1.259500, 0.273864, -3.720138], [0.684779, -1.016193, -4.018088], [2.340435, 0.879089, -2.621727], [2.655033, 1.697820, -2.360702], [2.173939, 0.533248, -1.723242], [3.731814, 2.802483, -0.133004], [3.365229, 2.852178, 0.759877], [4.002015, 1.903716, -0.367383]], "forces_ev_per_angstrom": [[-3.4, 1.6, -1.3], [-5.3, 1.6, -3.3], [-1.0, -2.4, -3.5], [2.0, -2.5, 1.7], [-1.8, -2.0, 1.5], [-0.2, 1.7, -0.8], [0.0, 2.0, -1.1], [1.9, -2.3, 1.4], [0.7, -1.6, 1.7], [3.1, 0.8, 0.2], [0.1, -0.5, -0.5], [0.9, -2.0, 2.4], [3.7, 1.0, 1.4], [-0.4, 0.4, -0.1], [0.0, 2.0, 1.0], [0.0, 1.4, -1.0], [0.1, 0.2, 0.2], [-0.5, 0.5, 0.2], [0.5, -0.6, 0.3], [-0.6, 0.3, 0.1], [-0.5, 1.9, -2.4], [0.8, 0.1, -0.2], [-0.2, -2.1, 2.5], [-0.2, 0.2, -1.5], [-0.5, 0.3, 0.6], [0.7, -0.5, 1.0], [0.6, 0.4, 0.4], [-0.8, 0.6, -0.4], [-0.4, -1.1, -0.3], [-0.5, -2.4, 0.1], [1.1, 3.1, 0.2], [-0.1, -0.3, -0.3], [0.5, 0.7, -0.4], [0.2, -0.6, -0.4], [-0.5, 0.2, 0.7]], "relative_energy_ev": 3.8289, "gap_ev": 10.0070, "charge": 0, "lumo_ev": 0.11, "smiles": "CC[C@@H](N)CNC=O.O.O.O.O.O", "largest_force_ha_per_bohr": 0.1259}


4.
{"formula": "C5H22NO7", "method": "the ωB97M-V functional and the def2-TZVPD basis", "species": ["C", "C", "O", "C", "N", "C", "C", "O", "H", "H", "H", "H", "H", "H", "H", "H", "H", "H", "H", "H", "H", "H", "O", "H", "H", "O", "H", "H", "O", "H", "H", "O", "H", "H", "O"], "coordinates": [[-1.426192, -0.842901, 1.908972], [-2.212767, -0.231721, 0.842550], [-1.932004, -0.727044, -0.396656], [-0.173562, -0.187596, 2.349856], [0.719438, 0.165957, 1.071266], [0.761877, 1.666357, 0.856918], [1.449221, 1.944228, -0.477650], [1.440984, 3.120348, -0.846698], [-1.281371, -1.916122, 1.596771], [-2.075646, -0.802784, 2.764036], [-2.344606, 0.869869, 0.758622], [-3.292120, -0.413347, 1.015682], [-1.134494, 2.606198, -1.540142], [-0.396378, 0.681459, 2.846105], [0.548913, -0.866002, 2.964044], [0.177142, -0.176359, 0.325255], [1.540647, 2.170288, 1.663956], [-0.301560, 2.173289, 0.821665], [1.491247, 0.998618, -1.024383], [2.969745, 0.744033, 1.660413], [1.507268, 0.204937, -2.024397], [2.371093, 0.148954, -3.446858], [2.441400, 0.536094, -2.645222], [-0.922992, -0.764586, -0.897076], [-0.265316, -0.469616, -2.605222], [0.058525, -0.523725, -1.680680], [-1.561293, 1.237728, -0.957657], [2.784256, 1.311748, 2.063121], [-1.958769, 2.094590, -1.155670], [-2.517386, -3.489940, -0.591337], [-1.974193, -2.491324, 0.316402], [-2.349749, -3.391404, 0.388520], [2.141358, -2.234051, -1.440640], [2.931406, -1.049569, -2.317801], [2.785878, -2.096604, -2.166063]], "forces_ev_per_angstrom": [[0.1, -1.6, 1.3], [-2.5, 1.8, -1.2], [0.3, -1.2, -1.5], [4.3, -2.2, -2.8], [-0.8, 2.1, 3.0], [0.8, 0.2, 1.7], [-3.3, 2.1, 1.2], [1.1, -2.1, -0.4], [0.2, 1.2, 1.0], [-0.3, -0.6, 0.8], [1.1, 0.0, 0.8], [0.2, -0.7, 0.2], [-2.5, -1.4, 1.1], [-0.3, 2.2, 1.4], [-1.6, 1.1, -0.7], [-0.3, -0.5, -1.2], [-2.9, -0.9, -1.8], [2.1, -0.7, 0.3], [1.1, 1.3, 0.3], [0.5, -0.8, -0.3], [2.0, -0.2, -3.2], [-0.7, -1.9, -4.2], [-1.7, 1.0, 5.6], [-0.6, 0.7, 0.0], [0.1, -0.2, 1.0], [1.0, 0.4, -1.2], [-0.2, -0.5, -0.2], [0.5, 0.4, 0.7], [2.7, 2.0, -1.3], [0.0, -0.3, 1.6], [-0.3, -0.1, -0.1], [-0.1, -0.1, -2.1], [0.5, 0.7, -0.8], [-0.8, -3.1, 1.1], [0.5, 1.9, -0.1]], "relative_energy_ev": 6.3231, "gap_ev": 9.2703, "charge": -1, "lumo_ev": 3.43, "largest_force_ha_per_bohr": 0.1154}


5.
{"formula": "C5H22NO8", "method": "the ωB97M-V functional and the def2-TZVPD basis", "species": ["C", "N", "C", "C", "C", "O", "C", "O", "H", "H", "H", "H", "H", "H", "H", "H", "H", "H", "H", "H", "O", "H", "H", "O", "H", "H", "O", "H", "H", "O", "H", "H", "O", "H", "H", "O"], "coordinates": [[0.193619, -3.455960, -0.051799], [-0.838777, -2.432178, 0.031627], [-0.646709, -1.480612, 1.147540], [0.290327, -0.290821, 0.683463], [0.677739, 0.629335, 1.771593], [1.619635, 1.394960, 1.754151], [-2.059574, -0.919764, 1.582458], [-2.429590, 0.294126, 0.957889], [0.055498, -4.073562, 0.909939], [1.266069, -3.157125, 0.009736], [0.105246, -4.067151, -0.927087], [-0.821126, -1.885607, -0.822455], [-0.204835, -2.065411, 1.982833], [1.126706, -0.832951, 0.208521], [-0.358580, 0.166670, -0.075124], [0.018761, 0.617175, 2.653171], [-1.839797, -0.630392, 2.626040], [-2.883687, -1.602763, 1.525735], [-0.349206, 1.291173, -2.004919], [0.451127, 2.449333, -1.206410], [0.222707, 2.087066, -2.069418], [3.339902, -0.868641, 1.504389], [3.823741, -0.813018, 0.106376], [3.373236, -1.420081, 0.707923], [-1.339529, 3.152761, -0.807008], [-2.204337, 2.589507, 0.232208], [-2.004781, 3.456707, -0.161482], [0.838993, -0.632166, -2.353422], [-0.804468, -0.492924, -2.328359], [0.009570, -1.026611, -2.614150], [-2.218373, 0.386475, -0.079685], [-2.470563, 0.764267, -1.988283], [-1.801540, 0.347400, -1.432079], [2.424185, 1.259262, -1.325335], [2.608714, 1.664003, 0.091281], [2.870947, 1.940841, -0.805420]], "forces_ev_per_angstrom": [[0.4, -0.4, 2.6], [0.7, 0.4, 0.0], [-1.1, -0.2, -0.6], [-0.8, -2.3, 0.0], [-0.2, 0.3, -0.2], [0.3, -0.2, 0.0], [2.0, 1.8, 0.3], [0.1, 0.4, -0.2], [0.2, 0.3, -1.5], [-0.5, 0.4, -0.2], [-0.4, -0.4, -0.4], [-0.2, -0.1, -0.2], [-0.2, 0.4, -0.2], [0.0, 0.9, 0.1], [0.7, 0.5, 0.2], [-0.1, 0.1, 0.2], [-0.7, -0.2, 0.1], [0.0, -0.9, 0.0], [-0.3, 0.5, 0.8], [0.0, -0.5, 0.0], [0.4, 0.3, -0.7], [-0.2, -0.3, 0.0], [-0.1, -0.2, -0.2], [0.4, 0.5, 0.3], [-0.4, 0.5, -0.1], [-0.3, 0.3, 0.3], [0.5, -0.9, -0.2], [-0.2, 0.5, 0.2], [0.8, 0.0, 0.4], [-0.4, -0.8, -0.7], [-0.2, -1.0, 0.7], [0.0, -0.1, 0.1], [-0.2, 0.3, -0.8], [0.0, 0.4, -0.4], [0.0, 0.4, 0.1], [0.1, -0.7, 0.4]], "relative_energy_ev": 3.9173, "gap_ev": 8.4116, "charge": -1, "lumo_ev": 2.92, "largest_force_ha_per_bohr": 0.0527}


6.
{"formula": "C5H23N10O8Y", "method": "the ωB97M-V functional and the def2-TZVPD basis", "species": ["Y", "O", "H", "O", "H", "O", "H", "C", "O", "N", "N", "H", "H", "H", "H", "C", "O", "N", "N", "H", "H", "H", "H", "C", "O", "N", "N", "H", "H", "H", "H", "C", "O", "N", "N", "H", "H", "H", "H", "C", "O", "N", "N", "H", "H", "H", "H"], "coordinates": [[0.475525, 0.065873, -0.578884], [2.539381, 0.808252, -0.860383], [3.209378, 0.873477, -1.542253], [-0.392466, 2.136849, -0.776841], [-0.838898, 2.962497, -0.959725], [0.420172, -2.138826, -0.959136], [0.921647, -2.940171, -0.803800], [-2.545388, -1.195787, -1.982600], [-1.764841, -0.363814, -1.576486], [-3.492753, -1.829241, -1.216482], [-2.563621, -1.551539, -3.308172], [-3.783571, -2.751148, -1.490150], [-3.595035, -1.599089, -0.246920], [-1.921480, -1.048288, -3.891695], [-3.267001, -2.173320, -3.657050], [-1.889912, -0.330382, 1.892328], [-0.980143, -0.133645, 1.125011], [-2.471241, 0.674007, 2.613947], [-2.354779, -1.606130, 2.136361], [-2.353157, 1.606655, 2.255444], [-3.303456, 0.516162, 3.153283], [-2.050610, -2.253636, 1.422419], [-3.282289, -1.725787, 2.505654], [0.566616, 0.432224, -4.127395], [0.626463, -0.064174, -3.019253], [0.351279, -0.315329, -5.263263], [0.730820, 1.771546, -4.299487], [0.261990, -1.310813, -5.211177], [0.359443, 0.200394, -6.123030], [0.957286, 2.292809, -3.466561], [0.633977, 2.212470, -5.193472], [1.087179, 2.477078, 2.783262], [1.009330, 1.904745, 1.720022], [0.183268, 3.448902, 3.137938], [2.081242, 2.248876, 3.704942], [-0.490081, 3.672994, 2.429773], [0.323366, 4.063005, 3.917380], [2.829964, 1.604840, 3.545861], [2.141471, 2.860954, 4.498609], [2.359723, -1.406456, 1.943571], [1.538112, -0.824429, 1.274732], [3.539866, -0.819047, 2.319483], [2.126000, -2.659563, 2.437196], [3.854431, -0.063344, 1.732633], [4.178530, -1.385375, 2.847524], [2.786440, -3.241971, 2.918449], [1.247826, -3.103305, 2.238392]], "forces_ev_per_angstrom": [[1.0, 1.3, -1.4], [-0.1, -0.3, 0.1], [-0.2, -0.1, 0.0], [0.1, -0.5, -0.2], [0.0, -0.2, -0.1], [-0.4, 0.1, 0.1], [0.1, 0.2, 0.0], [0.4, -0.1, -0.7], [-0.5, 0.2, 0.4], [-0.4, -0.2, -0.1], [-0.1, 0.0, 0.8], [-0.1, 0.0, 0.0], [0.4, 0.1, 0.0], [0.0, -0.2, -0.2], [0.1, 0.1, -0.3], [-0.3, 0.1, 0.4], [-0.6, 0.0, 0.6], [-0.2, 0.1, 0.0], [0.0, 0.1, -0.2], [0.3, 0.0, -0.1], [0.0, -0.1, 0.0], [0.1, -0.1, 0.1], [0.0, -0.1, 0.0], [0.2, 0.1, 0.5], [-0.1, -0.5, -0.2], [-0.2, 1.1, 0.2], [0.0, -0.3, -0.3], [0.1, 0.0, 0.0], [0.0, -0.6, -0.3], [-0.2, 0.1, 0.1], [0.1, 0.2, 0.1], [0.5, -0.2, -0.9], [0.1, -0.2, 0.6], [-0.2, -0.1, 0.3], [-0.4, 0.5, 0.6], [0.1, 0.2, -0.1], [-0.1, 0.1, -0.1], [-0.1, -0.2, -0.4], [0.2, -0.2, 0.0], [0.1, 0.2, 0.2], [0.1, -0.3, 0.4], [-0.3, -0.4, 0.2], [-0.1, -0.5, 0.3], [0.0, 0.0, -0.2], [0.4, 0.2, -0.2], [0.3, 0.3, -0.1], [-0.1, 0.3, -0.3]], "relative_energy_ev": 0.3330, "gap_ev": 7.1637, "charge": 0, "lumo_ev": 0.54, "largest_force_ha_per_bohr": 0.0422}